1.
Molecular formula: C9H13IO5
Method: DFT, ωB97M-V/def2-TZVPD

## Properties
multiplicity: 1
total charge: 0

Element x y z (Å)
1 C 1.2397 -1.8286 -0.1009
2 C 0.8759 -1.3522 -1.4774
3 C 0.1773 -0.0715 -1.1143
4 C -0.8802 -0.4912 -0.1397
5 C 1.2564 0.9302 -0.6098
6 C -0.2476 -1.6487 0.7472
7 C 2.4404 0.1773 -0.0122
8 C -2.6121 2.4567 1.1782
9 C -1.3488 0.5830 0.8731
10 O 1.5876 -3.1329 0.0769
11 O 2.3329 -1.0300 0.3840
12 O 1.8084 1.6830 -1.7021
13 O -0.8089 -2.7770 0.7651
14 O -2.0669 1.6045 0.2451
15 I 4.0381 1.2585 0.6946
16 H 1.6502 -1.2465 -2.3024
17 H 0.0885 -2.0009 -2.0642
18 H -0.3221 0.2792 -2.1603
19 H -1.6368 -0.9268 -0.7289
20 H 0.9084 1.5992 0.1335
21 H 0.0821 -1.3164 1.7454
22 H -3.6006 2.1433 1.7107
23 H -2.6842 3.4225 0.6988
24 H -1.7842 2.5002 1.9166
25 H -0.4093 0.9865 1.3568
26 H -1.9344 0.1414 1.8259
27 H 1.2027 1.5045 -2.4474
28 H 0.6474 -3.4472 0.5078

---

2.
Molecular formula: C9H13MnN7OS
Method: DFT, ωB97M-V/def2-TZVPD

## Properties
multiplicity: 2
total charge: +2

Element x y z (Å)
1 Mn 0.2773 0.1967 1.1377
2 N 2.9720 -2.9243 1.0050
3 C 2.9055 -1.5972 1.0001
4 N 1.6321 -1.2537 1.0586
5 C 0.9576 -2.4495 1.0786
6 N 1.7525 -3.4874 1.0528
7 C -0.4960 -2.4800 1.1106
8 C -1.2228 -3.6583 1.1194
9 N -2.5551 -3.6686 1.1293
10 C -3.1524 -2.4765 1.1318
11 C -2.4423 -1.2886 1.1229
12 N -1.1078 -1.2754 1.1156
13 H 3.7941 -3.5142 0.9797
14 H 3.7630 -0.9443 0.9703
15 H -0.7343 -4.6241 1.1123
16 H -4.2341 -2.4794 1.1441
17 H -2.9384 -0.3276 1.1345
18 O 0.3048 0.2354 2.7312
19 C -1.8563 2.8215 -2.3860
20 N -1.3618 2.7021 -1.0185
21 C -0.0859 2.6249 -0.6268
22 S 0.2543 2.5459 1.0462
23 N 0.8322 2.6726 -1.5852
24 C 2.2828 2.6621 -1.4155
25 H -2.9383 2.8771 -2.3550
26 H -1.5566 1.9516 -2.9753
27 H -1.4651 3.7286 -2.8509
28 H -2.0310 2.6994 -0.2661
29 H 0.5005 2.7447 -2.5373
30 H 2.5611 2.5984 -0.3687
31 H 2.6926 3.5774 -1.8385
32 H 2.6954 1.8108 -1.9569

---

ΔE to the lowest compared entry with this formula, charge and spin? In order: 119.42 31.34 kcal/mol.